[1]
ORCA calculation (ωB97M-V/def2-TZVPD) on a molecular structure, C49H46BrCrIN4O4P2SSe2 in a non-equilibrium geometry.

```
111
Properties=species:S:1:pos:R:3:forces:R:3:mulliken_charge:R:1
Cr -0.3854 -0.5496 0.4467 -0.469 0.682 0.111 0.8131
Se -1.2117 3.6446 2.6214 -0.126 -0.090 -0.069 -0.4414
P -0.1082 1.9978 3.3406 -0.080 -0.111 0.114 1.0183
Se -0.7389 -0.0951 2.9389 0.339 0.213 0.313 -0.5811
C 1.6522 2.1960 2.8661 -0.152 -0.007 0.011 -0.1540
C 2.4171 3.1272 3.5690 -0.009 -0.039 -0.051 -0.6302
C 3.7200 3.3949 3.1834 -0.003 0.007 0.025 -0.7913
C 4.2676 2.7510 2.0809 0.012 0.002 0.000 -1.0024
C 3.5048 1.8404 1.3674 0.029 -0.050 -0.037 -0.6297
C 2.2019 1.5634 1.7597 0.028 0.002 0.076 0.8976
C -0.0357 1.9870 5.1675 0.142 0.009 -0.045 0.3557
C -0.9647 2.6975 5.9133 -0.017 0.034 -0.008 -0.5440
C -0.8579 2.7413 7.2975 0.005 -0.048 0.024 -0.6425
C 0.1828 2.0846 7.9368 -0.027 0.035 0.009 -0.4558
C 1.1001 1.3515 7.1943 0.044 -0.074 -0.047 -0.7216
C 0.9829 1.2899 5.8156 -0.104 0.007 0.024 -0.1955
H 1.9819 3.6443 4.4145 0.024 0.025 0.011 0.5219
H 4.3087 4.1111 3.7425 -0.008 0.004 -0.013 0.3976
H 5.2837 2.9654 1.7746 -0.002 -0.003 0.010 0.4087
H 3.9254 1.3478 0.4980 -0.028 -0.025 0.005 0.7574
H 1.6021 0.8634 1.1883 0.016 0.009 -0.039 -0.0811
H -1.7608 3.2250 5.4017 0.059 0.049 -0.012 0.3228
H -1.5840 3.3002 7.8739 0.010 0.002 0.001 0.3945
H 0.2834 2.1450 9.0131 -0.016 -0.020 -0.001 0.3811
H 1.9120 0.8312 7.6874 -0.030 -0.001 0.018 0.4018
H 1.6831 0.7034 5.2325 0.057 0.042 0.029 0.2990
C 5.3203 -1.2911 -1.9286 -0.085 -0.061 0.044 -1.5378
C 4.7970 -1.9828 -0.6731 0.032 -0.018 -0.059 1.0328
C 5.9012 -2.7475 0.0521 -0.103 0.038 -0.023 -1.6045
C 3.6111 -2.9084 -0.9675 0.015 0.093 -0.022 0.1391
C 3.8868 -4.0674 -1.9446 0.053 0.082 0.134 -0.6997
O 2.9640 -3.8443 -3.0159 -0.027 -0.168 -0.141 -0.4869
C 2.2575 -2.7257 -2.7048 0.138 0.177 0.365 0.1201
N 2.5167 -2.1618 -1.5969 -0.184 0.088 -0.109 0.1194
C 1.3715 -2.2429 -3.7784 -0.177 0.274 -0.093 0.2694
C 1.5794 -2.8216 -5.0358 0.032 -0.016 0.030 -0.7484
C 0.9338 -2.3487 -6.1584 -0.007 -0.020 -0.093 -0.8676
C 0.0835 -1.2627 -6.0454 -0.052 0.060 -0.092 -1.0549
C -0.1500 -0.7001 -4.8062 0.081 -0.072 0.087 -0.7809
C 0.4537 -1.1820 -3.6435 0.272 -0.461 0.057 1.2515
P -0.1759 -0.3596 -2.0845 0.003 -0.036 -1.105 0.1109
C -1.9483 -0.5933 -2.5318 0.053 -0.027 0.197 1.9364
C -2.3582 -1.8941 -2.2289 0.049 0.117 -0.035 -1.3935
C -3.6553 -2.3106 -2.4660 -0.031 -0.008 0.067 -0.6446
C -4.5679 -1.4253 -3.0224 -0.014 -0.044 -0.002 -0.8719
C -4.1668 -0.1414 -3.3530 -0.058 0.054 -0.035 -0.9107
C -2.8653 0.2768 -3.1099 0.022 0.114 0.074 0.3980
C 0.4877 1.3074 -2.4600 0.172 -0.047 0.360 1.8304
C 1.7401 1.5162 -1.8744 -0.105 -0.078 -0.025 -0.5064
C 2.3945 2.7285 -1.9991 0.036 0.044 -0.039 -0.7658
C 1.8080 3.7571 -2.7241 0.031 -0.039 0.005 -0.8610
C 0.5791 3.5510 -3.3291 -0.015 0.060 -0.019 -0.9678
C -0.0801 2.3355 -3.1998 -0.057 -0.006 -0.042 -0.1806
H 6.1115 -0.5856 -1.6695 -0.007 -0.004 -0.038 0.4803
H 4.5205 -0.7497 -2.4366 0.040 0.030 0.008 0.2400
H 5.7385 -2.0148 -2.6337 0.030 0.030 0.001 0.3357
H 4.4041 -1.2177 0.0045 0.010 0.035 -0.003 -0.1367
H 6.2894 -3.5588 -0.5698 0.033 0.014 0.028 0.3210
H 5.5263 -3.1801 0.9826 0.047 -0.019 0.003 0.4026
H 6.7339 -2.0856 0.2933 0.004 -0.030 0.013 0.4275
H 3.2755 -3.3064 -0.0130 -0.161 -0.030 0.239 0.1370
H 3.6865 -5.0442 -1.5058 -0.019 -0.013 -0.055 0.2649
H 4.8966 -4.0639 -2.3565 -0.007 0.001 -0.004 0.3106
H 2.2773 -3.6420 -5.1206 -0.040 0.031 0.001 0.5329
H 1.1047 -2.8137 -7.1205 0.015 -0.003 0.012 0.3978
H -0.4118 -0.8613 -6.9205 0.001 0.011 0.016 0.4780
H -0.8369 0.1312 -4.7332 -0.018 -0.043 -0.058 0.3245
H -1.6432 -2.5832 -1.7936 -0.076 -0.079 0.092 0.5426
H -3.9590 -3.3084 -2.1799 0.012 -0.016 0.008 0.4171
H -5.5919 -1.7350 -3.1915 0.023 0.003 -0.013 0.4040
H -4.8758 0.5510 -3.7918 0.023 0.005 0.034 0.4824
H -2.6003 1.2935 -3.3616 -0.045 -0.026 0.088 -0.1167
H 2.1919 0.7029 -1.3130 0.043 0.044 0.035 0.1980
H 3.3548 2.8785 -1.5214 -0.019 -0.008 -0.006 0.4442
H 2.3079 4.7126 -2.8167 -0.007 -0.004 0.001 0.3979
H 0.1196 4.3486 -3.9003 -0.015 -0.024 0.006 0.4646
H -1.0420 2.2216 -3.6762 0.055 0.008 0.002 0.1926
N 1.8524 -2.2598 2.6625 -0.036 0.090 0.046 0.0127
C 0.9332 -2.8649 1.8942 0.307 0.251 0.134 0.4481
O 0.3345 -2.2682 0.9993 0.564 -1.100 -0.197 -1.0221
C 0.6782 -4.3120 2.1417 -0.446 -0.296 0.484 -1.4855
I -0.3932 -4.5034 4.0203 0.194 0.032 -0.329 0.0962
H 1.8172 -1.2456 2.6611 -0.017 -0.008 -0.001 -0.0414
H 2.0536 -2.6737 3.5603 0.086 -0.068 -0.039 0.2937
H 1.5817 -4.8938 2.2901 0.062 0.054 -0.124 0.5900
H 0.0336 -4.7301 1.3774 0.026 0.034 -0.025 0.4891
Br -7.0387 2.7261 -1.6826 0.080 -0.002 0.013 -0.1951
C -5.1849 3.0443 -1.3887 -0.092 -0.002 -0.016 -0.1702
C -4.6183 4.2205 -1.8546 -0.006 0.041 0.009 -0.4547
C -3.2676 4.4496 -1.6312 0.000 -0.002 -0.015 -0.9578
C -2.4927 3.5001 -0.9812 0.068 0.012 0.010 -0.0931
C -3.0720 2.3140 -0.5541 0.022 0.184 0.048 0.2467
C -4.4330 2.0905 -0.7350 0.076 -0.014 0.038 -0.1841
C -2.2549 1.2098 0.0251 -0.080 -0.378 0.183 0.2462
O -2.8096 0.2025 0.4847 -0.145 0.158 -0.296 0.3085
O -0.9712 1.2705 -0.0531 -0.230 0.485 -0.247 -0.2110
H -5.2266 4.9491 -2.3735 0.002 -0.008 0.013 0.4269
H -2.8194 5.3747 -1.9718 -0.011 -0.005 0.016 0.4507
H -1.4429 3.6724 -0.7904 0.058 -0.046 -0.027 0.5930
H -4.8613 1.1639 -0.3796 -0.032 -0.022 -0.058 0.4003
S -2.5431 -3.1901 1.0311 0.134 -0.091 -0.050 -0.3951
C -3.9961 -2.4518 1.3557 -0.051 0.219 0.041 0.4280
N -4.0093 -1.3591 2.1957 -0.338 -0.367 -0.008 0.1600
C -5.1328 -0.7244 2.5472 0.038 0.066 0.041 -0.0911
C -6.3314 -1.1590 2.0679 -0.102 -0.027 -0.072 -0.6963
C -6.2813 -2.2436 1.1727 0.175 0.059 0.068 -0.0644
N -5.1784 -2.8591 0.8232 -0.136 -0.065 0.018 -0.4969
H -3.1015 -0.9881 2.4663 0.019 0.086 0.022 -0.2526
H -5.0292 0.1215 3.2126 0.099 0.031 -0.039 0.4262
H -7.2574 -0.6756 2.3352 0.010 -0.001 0.001 0.4246
H -7.1962 -2.6176 0.7211 0.013 0.031 0.002 0.4043
```
Positions in Å, forces in eV/Å.

Computed properties:
- 2S+1 = 5
- orbital gap (spin up / spin down) (eV) = 7.00 / 7.00

***

[2]
ORCA calculation (ωB97M-V/def2-TZVPD) on 2 unconnected molecules or ions with the total composition C49H46N2O2P in a non-equilibrium geometry.

```
100
Properties=species:S:1:pos:R:3:forces:R:3:mulliken_charge:R:1
C 1.7508 2.2911 4.2794 -0.093 -0.117 0.040 -1.3854
N 1.0825 3.5428 3.9174 -0.876 -0.568 0.159 0.0569
C 1.8584 4.7128 4.0917 0.510 0.997 0.392 0.4357
C 3.2424 4.6794 3.8183 -0.403 0.090 -0.343 -0.4149
C 3.9664 5.8692 3.7590 -0.337 0.294 0.286 -0.5638
C 3.3439 7.0925 4.0504 -0.096 -0.313 -0.101 -0.5129
C 2.0074 7.1089 4.4623 0.275 -0.039 0.051 -0.4561
C 1.2901 5.9197 4.5545 0.000 -0.488 -0.388 -0.5846
C -0.0757 3.4948 3.1479 0.659 -0.161 0.000 2.0426
C -0.7631 4.6548 2.7065 -0.513 0.211 -0.333 -0.4710
C -1.8600 4.5716 1.8564 0.034 -0.252 0.128 -0.8287
C -2.2063 3.3432 1.2312 0.213 -0.264 0.114 1.0448
C -3.1862 3.2362 0.1685 1.739 1.238 -1.083 -1.5388
C -2.7671 2.8360 -1.1429 -0.193 -0.627 0.262 0.1805
C -3.6344 2.2024 -2.0878 -0.174 0.065 -0.545 -0.5669
C -3.1893 1.8254 -3.3465 -0.436 -0.025 0.614 -0.5983
C -1.9149 2.2237 -3.8112 0.404 -0.156 -0.509 0.7858
N -1.5165 1.9785 -5.1195 -0.728 -0.248 1.311 0.4422
C -1.7449 0.6717 -5.7404 -0.143 0.098 -0.338 -1.0852
C -0.7327 2.9056 -5.8399 0.948 0.561 -0.619 -0.3331
C 0.5408 2.5210 -6.2876 -0.191 0.563 -0.042 -0.1022
C 1.2737 3.3725 -7.1182 -0.382 0.140 -0.051 -0.6561
C 0.7050 4.5702 -7.5757 0.002 -0.119 0.296 -0.3739
C -0.5538 4.9666 -7.1073 0.198 -0.122 0.189 -0.6792
C -1.2543 4.1616 -6.2056 0.063 -0.428 -0.060 -0.0234
C -1.0439 2.8702 -2.9004 -0.001 0.359 0.385 -0.4829
C -1.4317 3.0948 -1.5939 0.284 -0.084 0.034 -0.8796
C -1.4821 2.1909 1.6471 -0.024 0.336 -0.138 -0.7943
C -0.5570 2.2441 2.6773 -0.247 -0.139 -0.400 -0.7967
H 1.0246 1.4900 4.4242 0.207 0.218 0.032 0.3737
H 2.4634 1.9933 3.4982 -0.139 -0.115 0.218 0.4480
H 2.2663 2.4166 5.2359 0.024 0.118 -0.275 0.3801
H 3.7413 3.7312 3.5990 -0.220 0.434 -0.060 0.3069
H 5.0138 5.8476 3.4594 -0.245 -0.012 0.176 0.3725
H 3.9008 8.0244 3.9702 -0.121 -0.232 0.007 0.3828
H 1.5125 8.0547 4.6980 0.255 -0.341 0.091 0.3932
H 0.2745 5.9065 4.9618 0.356 0.075 -0.275 0.6424
H -0.4297 5.6351 3.0316 -0.168 -0.272 -0.139 0.5961
H -2.4058 5.4751 1.5709 0.256 -0.227 0.179 0.4979
H -4.1320 3.7690 0.2602 -0.171 -0.463 0.136 0.6857
H -4.6660 1.9943 -1.7970 0.297 -0.107 -0.041 0.4426
H -3.8363 1.2693 -4.0268 0.006 0.315 0.324 0.5079
H -1.9661 0.8144 -6.8078 0.000 -0.080 0.348 0.3286
H -0.8528 0.0311 -5.6593 -0.243 0.175 0.060 0.3036
H -2.5856 0.1645 -5.2621 0.193 0.058 -0.105 0.4072
H 0.9527 1.5681 -5.9670 -0.022 0.129 -0.075 0.3243
H 2.2833 3.0953 -7.4128 -0.236 0.028 -0.054 0.3708
H 1.2518 5.2084 -8.2755 -0.188 -0.253 0.288 0.3831
H -0.9903 5.9109 -7.4420 0.161 -0.332 0.142 0.3638
H -2.2308 4.4678 -5.8204 0.283 -0.129 -0.194 0.4059
H -0.0408 3.1533 -3.2293 -0.381 -0.060 0.096 0.4577
H -0.7194 3.5493 -0.9004 -0.249 -0.139 -0.233 0.3418
H -1.6777 1.2420 1.1459 -0.131 0.151 0.333 0.4847
H -0.1725 1.3006 3.0603 0.020 0.381 -0.382 0.1266
C -6.2778 -0.8523 -2.6986 0.014 0.082 -0.288 -1.2295
C -6.6015 -0.8196 -1.2274 0.070 -0.177 -0.495 -0.2313
O -5.9010 0.2874 -0.6140 -0.234 -0.303 0.274 -0.1455
C -6.1830 0.3204 0.7196 -0.503 -0.293 1.351 0.1483
C -5.6354 1.4227 1.4881 -1.248 -0.994 0.112 -0.1048
P -6.4171 1.6512 3.0385 0.212 -0.286 -0.199 2.8856
C -5.9885 0.5185 4.4018 0.334 -0.101 0.548 -0.2133
C -5.6718 0.9883 5.6904 -0.055 -0.221 -0.208 -0.3416
C -5.3984 0.0838 6.7212 -0.013 -0.018 -0.177 -0.7313
C -5.4430 -1.2931 6.4822 -0.051 0.098 -0.181 -0.4880
C -5.7511 -1.7688 5.2015 0.080 0.422 0.140 -0.7409
C -6.0110 -0.8632 4.1713 0.015 -0.146 -0.110 -0.0600
C -6.0081 3.3022 3.6714 0.133 0.424 -0.117 -0.1609
C -6.9925 4.2557 3.9797 0.296 -0.125 0.052 -0.4706
C -6.6184 5.5229 4.4374 0.157 -0.109 -0.061 -0.6734
C -5.2661 5.8493 4.5812 -0.125 -0.148 -0.097 -0.6697
C -4.2850 4.9033 4.2687 -0.135 -0.045 -0.030 -0.6967
C -4.6531 3.6363 3.8138 -0.135 0.211 -0.013 -0.3141
C -8.2385 1.5736 3.0047 -0.387 -0.085 -0.375 -0.0492
C -8.9927 1.0003 4.0438 0.248 0.077 -0.139 -0.5054
C -10.3874 1.0155 3.9972 0.036 0.133 -0.167 -0.7142
C -11.0487 1.6070 2.9165 0.315 -0.026 -0.010 -0.5095
C -10.3042 2.1570 1.8677 0.146 -0.079 0.146 -0.7233
C -8.9075 2.1315 1.9064 -0.178 -0.020 0.163 -0.1589
O -6.9233 -0.5622 1.2006 0.714 1.285 -0.297 -0.7332
H -6.7617 -1.7272 -3.1399 0.062 0.046 0.009 0.4445
H -6.6619 0.0256 -3.2260 0.072 0.001 0.089 0.2832
H -5.2038 -0.9348 -2.8817 -0.019 0.001 0.053 0.2368
H -7.6823 -0.6890 -1.0857 0.337 -0.098 0.118 0.3228
H -6.2879 -1.7582 -0.7532 -0.178 0.303 -0.019 0.3183
H -4.7423 1.9258 1.1640 -0.141 0.258 0.221 -0.4220
H -5.6333 2.0595 5.8853 -0.035 -0.261 0.017 0.4078
H -5.1439 0.4671 7.7112 -0.100 -0.162 -0.280 0.4089
H -5.2334 -1.9956 7.2917 -0.070 0.231 -0.249 0.3807
H -5.7827 -2.8390 4.9991 0.008 0.273 0.072 0.4379
H -6.2418 -1.2149 3.1660 -0.002 0.018 0.258 0.3688
H -8.0469 4.0029 3.8643 0.281 0.096 0.047 0.3639
H -7.3907 6.2558 4.6746 0.244 -0.199 -0.061 0.4172
H -4.9740 6.8455 4.9230 -0.123 -0.354 -0.073 0.3917
H -3.2280 5.1524 4.3725 -0.303 -0.070 -0.005 0.5199
H -3.8880 2.9034 3.5538 -0.113 0.146 0.134 0.6565
H -8.4876 0.5243 4.8854 -0.149 0.161 -0.220 0.3217
H -10.9573 0.5588 4.8085 0.177 0.157 -0.253 0.4082
H -12.1388 1.6293 2.8857 0.317 -0.022 0.000 0.3910
H -10.8075 2.6030 1.0101 0.102 -0.123 0.227 0.4046
H -8.3296 2.5428 1.0782 -0.116 -0.077 0.186 0.3798
```
Positions in Å, forces in eV/Å.

Computed properties:
- 2S+1 = 1
- orbital gap (eV) = 5.10
- charge = +1